Entry 1:
Molecular formula: C28H32Cl2N3OReSSbSe4Te
Method: DFT, ωB97M-V with the def2-TZVPD basis set

Structure (XYZ):
```
74
Properties=species:S:1:pos:R:3:forces:R:3
Re -0.927 -1.218 2.730 -0.3 0.4 -0.2
Se 2.255 -1.202 6.044 0.1 -0.1 0.0
Sb 0.375 0.234 5.840 -0.3 0.0 -0.1
Se -1.678 -1.471 5.119 -0.1 0.3 0.2
Se -0.097 1.113 3.500 0.0 -0.2 -0.2
Se -0.283 1.731 7.569 0.0 0.0 0.0
Te -3.384 0.437 5.275 0.1 -0.2 0.1
C -5.049 -0.835 5.244 0.0 0.0 -0.1
C -5.805 -1.169 4.153 0.0 0.0 0.0
C -6.892 -2.025 4.472 0.0 0.0 0.0
C -6.945 -2.324 5.802 0.0 0.0 0.0
S -5.681 -1.565 6.662 0.0 0.0 0.0
H -5.565 -0.819 3.158 0.0 0.0 0.0
H -7.599 -2.406 3.748 0.0 0.0 0.0
H -7.660 -2.957 6.303 0.0 0.0 0.0
C 0.553 -2.057 2.920 0.6 -0.7 0.2
C 1.915 -2.476 2.696 -0.1 -0.1 -0.1
C 2.886 -1.491 2.491 0.0 0.0 0.0
C 4.185 -1.852 2.179 0.0 0.0 0.0
C 4.533 -3.194 2.081 0.0 0.0 0.0
C 3.575 -4.176 2.299 0.0 0.0 0.0
C 2.270 -3.821 2.599 0.0 0.0 0.0
H 2.597 -0.453 2.617 0.0 0.0 0.0
H 4.939 -1.086 2.039 0.0 0.0 0.0
H 5.552 -3.474 1.848 0.0 0.0 0.0
H 3.848 -5.222 2.231 0.0 0.0 0.0
H 1.513 -4.576 2.769 0.0 0.0 0.0
C 3.957 1.251 -3.818 0.0 0.0 0.0
C 2.507 0.787 -4.001 0.0 0.0 0.0
C 1.972 1.426 -5.291 0.0 0.0 0.0
C 2.482 -0.734 -4.188 0.0 0.0 0.0
C 1.620 1.180 -2.774 0.0 0.1 0.0
O 0.323 0.622 -2.920 0.0 -0.1 -0.1
C 1.515 2.707 -2.601 0.0 0.0 0.0
C 0.483 3.190 -1.570 0.0 0.0 0.0
C -0.963 3.047 -1.986 0.0 0.0 0.0
C -1.433 3.690 -3.128 0.0 0.0 0.0
C -2.753 3.562 -3.536 0.0 0.0 0.0
C -3.616 2.786 -2.782 0.0 0.0 0.0
Cl -5.275 2.619 -3.287 0.0 0.0 0.0
C -3.183 2.147 -1.632 0.0 0.0 0.0
C -1.859 2.284 -1.245 0.0 0.0 0.0
C 2.197 0.560 -1.463 0.0 0.1 0.1
N 1.265 -0.279 -0.752 0.0 0.0 0.1
C 0.513 0.037 0.297 -0.2 0.1 -0.3
N -0.243 -0.993 0.627 0.5 0.1 0.3
C 0.140 -1.957 -0.254 -0.3 0.0 -0.1
N 1.039 -1.559 -1.119 0.0 -0.1 0.0
H 4.524 1.022 -4.724 0.0 0.0 0.0
H 4.458 0.742 -2.993 0.0 0.0 0.0
H 4.030 2.327 -3.653 0.0 0.0 0.0
H 2.472 0.974 -6.149 0.0 0.0 0.0
H 2.158 2.500 -5.335 0.0 0.0 0.0
H 0.901 1.258 -5.432 0.0 0.0 0.0
H 3.137 -1.006 -5.019 0.0 0.0 0.0
H 1.475 -1.086 -4.409 0.0 0.0 0.0
H 2.819 -1.274 -3.304 0.0 0.0 0.0
H -0.118 1.046 -3.664 0.0 0.1 0.1
H 1.281 3.168 -3.563 0.0 0.0 0.0
H 2.496 3.093 -2.312 0.0 0.0 0.0
H 0.683 4.248 -1.381 0.0 0.0 0.0
H 0.631 2.691 -0.610 0.0 0.0 0.0
H -0.762 4.309 -3.714 0.0 0.0 0.0
H -3.114 4.064 -4.423 0.0 0.0 0.0
H -3.865 1.544 -1.049 0.0 0.0 0.0
H -1.527 1.769 -0.352 0.0 0.0 0.0
H 2.492 1.352 -0.774 0.0 0.0 0.0
H 3.083 -0.040 -1.648 0.0 0.0 -0.1
H 0.540 0.981 0.817 0.1 0.0 0.0
H -0.260 -2.957 -0.239 0.0 0.0 0.0
Cl -3.160 -0.678 1.353 -0.4 -0.2 0.1
C -2.575 -2.385 1.965 0.2 0.7 -0.1
H -2.508 -2.976 1.053 0.0 -0.1 0.0
H -3.408 -2.701 2.590 0.0 -0.1 0.0
```
Positions in Å, forces in eV/Å.

Its charge is -1. The LUMO energy is 1.772 eV. Its spin multiplicity is 1. The HOMO-LUMO gap is 6.0035 eV. Its HOMO energy is -4.231 eV.

=====

Entry 2:
Molecular formula: C28H32Cl2NO2PRe
Method: DFT, ωB97M-V with the def2-TZVPD basis set

Structure (XYZ):
```
67
Properties=species:S:1:pos:R:3:forces:R:3
C -2.410 1.141 -3.456 0.2 -0.3 0.3
C -2.008 1.929 -2.371 -1.0 -1.4 0.5
C -2.082 1.109 -1.167 -0.7 1.1 0.0
C -1.879 3.410 -2.467 1.0 0.2 0.1
C -2.538 -0.222 -1.572 -0.8 0.3 -0.9
C -2.960 -0.117 -3.012 0.5 -0.9 1.5
C -3.541 -1.151 -3.673 0.3 0.5 -0.5
C -2.360 1.565 -4.866 0.1 0.5 -0.7
C -2.271 1.696 0.209 0.1 0.3 -0.2
C -3.003 -1.267 -0.625 -0.9 -0.2 0.4
Re -0.486 -0.196 -1.786 1.3 2.2 -1.9
Cl 0.989 3.560 -0.496 -0.2 0.5 -0.1
Cl 1.617 0.617 -2.480 1.3 0.6 -0.7
O -0.063 -2.137 -1.933 -0.2 -2.5 1.4
H -1.009 3.642 -3.095 -0.1 0.2 0.1
H -1.665 3.839 -1.486 0.0 0.0 -0.2
H -2.765 3.897 -2.922 0.2 -0.5 0.2
H -1.404 2.363 0.419 -0.5 -0.5 0.3
H -2.412 0.876 0.945 0.4 0.6 -0.2
H -3.202 2.313 0.214 0.5 -0.3 0.1
H -2.355 -1.362 0.273 -0.4 0.0 -0.6
H -3.079 -2.243 -1.140 0.2 0.4 0.4
H -4.020 -0.981 -0.304 0.0 -0.4 0.3
H -3.755 -2.068 -3.157 -0.2 -0.2 0.0
H 0.055 -1.735 -3.860 -0.1 0.9 0.7
H -3.727 -1.067 -4.730 -0.1 -0.2 -0.4
H -1.443 2.123 -5.109 -0.2 0.0 0.3
H -3.211 2.225 -5.093 0.1 -0.1 -0.3
H -2.367 0.726 -5.572 -0.3 0.0 0.1
H -0.236 -2.670 -1.109 0.4 1.0 -1.2
O -0.193 -0.774 -3.871 -1.1 -1.1 -2.2
H -1.040 -0.789 -4.372 0.2 0.1 0.4
N 0.231 -0.163 -0.193 1.4 -0.4 5.2
P 1.073 -0.397 1.243 -2.3 -1.3 -1.3
C 1.030 1.122 2.242 0.6 0.0 0.3
C 1.947 2.142 1.926 -0.3 -0.1 -0.2
C 2.025 3.297 2.703 -0.4 -0.5 0.2
C 1.197 3.454 3.809 0.0 -0.5 -0.5
C 0.311 2.423 4.139 -0.1 0.0 0.1
C 0.239 1.249 3.401 0.3 0.0 -0.4
C 0.470 -1.866 2.151 1.6 2.1 -1.2
C 1.337 -2.938 2.486 0.3 -1.2 0.7
C 0.875 -3.981 3.288 1.4 0.9 -1.1
C -0.421 -3.984 3.795 -0.9 -0.5 0.5
C -1.266 -2.920 3.496 0.3 1.3 -0.8
C -0.836 -1.860 2.694 -1.4 -0.5 0.9
C 2.780 -0.709 0.782 1.0 -0.4 0.6
C 3.856 -0.429 1.661 -0.4 0.0 -0.5
C 5.165 -0.640 1.229 -0.3 0.1 0.3
C 5.439 -1.107 -0.053 -0.5 0.0 0.0
C 4.375 -1.439 -0.882 -0.2 -0.3 0.1
C 3.055 -1.327 -0.438 0.0 0.3 -0.1
H 2.569 2.068 1.030 -0.3 0.0 0.3
H 2.691 4.077 2.391 0.2 0.3 -0.1
H 1.216 4.374 4.381 0.0 0.0 0.0
H -0.358 2.539 4.982 0.1 0.0 0.1
H -0.387 0.416 3.735 0.1 0.4 -0.2
H 2.383 -2.944 2.145 -0.6 0.0 0.1
H 1.528 -4.813 3.507 0.2 -0.1 0.0
H -0.779 -4.808 4.396 0.0 -0.1 0.1
H -2.274 -2.906 3.870 -0.3 0.0 0.2
H -1.501 -1.007 2.519 0.1 -0.4 -0.1
H 3.644 -0.051 2.671 0.2 -0.1 -0.5
H 5.974 -0.420 1.908 0.2 0.0 0.1
H 6.460 -1.229 -0.393 0.0 0.1 0.0
H 4.539 -1.787 -1.896 0.1 -0.1 0.1
H 2.232 -1.686 -1.060 0.2 0.3 0.1
```
Positions in Å, forces in eV/Å.

Its charge is -2. The LUMO energy (spin up / spin down) is 4.811 / 4.773 eV. Its spin multiplicity is 4. The HOMO-LUMO gap (spin up / spin down) is 3.5238 / 5.8739 eV. Its HOMO energy (spin up / spin down) is 1.287 / -1.101 eV.

=====

Entry 3:
Molecular formula: C28H32CoN5O8P2Se
Method: DFT, ωB97M-V with the def2-TZVPD basis set

Structure (XYZ):
```
77
Properties=species:S:1:pos:R:3:forces:R:3
Co -0.992 0.613 -0.139 0.0 0.2 0.0
C 1.900 -2.502 -0.337 0.0 0.0 0.0
C 0.674 -1.818 -0.352 0.0 0.0 0.0
N 0.612 -0.504 -0.301 0.0 0.0 0.0
C 1.758 0.187 -0.109 0.0 0.0 0.0
C 3.018 -0.404 -0.087 0.0 0.0 0.0
C 3.071 -1.804 -0.234 0.0 0.0 0.0
C 4.159 0.425 0.179 0.0 0.0 0.0
C 4.019 1.737 0.473 0.0 0.0 0.0
C 2.718 2.342 0.546 0.0 0.0 0.0
C 2.467 3.653 0.984 0.0 0.0 0.0
C 1.172 4.082 1.118 0.0 0.0 0.0
C 0.117 3.221 0.785 0.0 0.0 0.0
N 0.336 2.010 0.326 0.0 0.0 0.0
C 1.605 1.565 0.228 0.0 0.0 0.0
H 1.885 -3.581 -0.366 0.0 0.0 0.0
H -0.264 -2.351 -0.391 0.0 0.0 0.0
H 4.023 -2.316 -0.188 0.0 0.0 0.0
H 5.136 -0.041 0.194 0.0 0.0 0.0
H 4.885 2.343 0.708 0.0 0.0 0.0
H 3.297 4.301 1.242 0.0 0.0 0.0
H 0.945 5.072 1.487 0.0 0.0 0.0
H -0.922 3.502 0.902 0.0 0.0 0.0
N -4.176 1.075 3.595 0.0 0.0 0.0
C -3.516 0.351 2.430 0.0 -0.1 0.1
C -4.171 -1.004 2.200 0.0 0.0 0.0
P -1.739 0.218 2.996 0.0 0.2 0.1
O -1.676 -1.133 3.817 0.0 0.0 0.0
O -1.631 1.376 3.943 0.0 0.0 -0.1
O -0.839 0.115 1.798 0.0 -0.2 -0.1
P -3.762 1.553 1.005 0.1 0.0 0.0
O -4.706 0.815 -0.027 0.0 0.0 0.0
O -4.478 2.706 1.623 0.0 0.0 0.0
O -2.419 1.816 0.345 -0.1 0.0 0.0
H -3.356 1.425 4.154 0.0 0.0 0.0
H -4.788 0.469 4.132 0.0 0.0 0.0
H -4.668 1.892 3.168 0.0 0.0 0.0
H -4.098 -1.618 3.100 0.0 0.0 0.0
H -3.642 -1.531 1.406 0.0 0.0 0.0
H -5.213 -0.897 1.892 0.0 0.0 0.0
H -1.158 -1.880 3.388 -0.1 0.0 0.0
H -4.161 0.259 -0.644 0.0 0.0 -0.1
Se -0.036 -3.643 2.579 0.1 0.0 0.0
C 1.675 -2.890 2.839 0.0 0.0 -0.1
C 1.877 -1.523 3.075 0.0 0.0 0.0
C 3.161 -1.017 3.168 0.0 0.0 0.0
N 4.277 -1.743 3.041 0.0 0.0 0.0
C 4.086 -3.049 2.841 0.0 0.0 0.0
C 2.846 -3.655 2.740 0.0 0.0 0.0
H 1.034 -0.850 3.153 0.0 0.0 0.0
H 3.303 0.047 3.334 0.0 0.0 0.0
H 4.986 -3.652 2.752 0.0 0.0 0.0
H 2.777 -4.723 2.570 0.0 0.0 0.0
O -2.025 -0.918 -0.517 0.0 0.0 0.0
O -3.100 -0.878 -1.246 0.0 0.0 0.1
C 1.579 -0.825 -3.870 0.0 0.0 0.0
N 0.272 -1.329 -4.257 0.0 0.0 0.0
C 0.305 -2.769 -4.401 0.0 0.0 0.0
C -0.771 -0.942 -3.303 0.0 0.0 0.0
C -0.934 0.556 -3.193 0.0 0.0 0.0
C -1.025 1.227 -4.419 0.0 0.0 0.0
C -1.226 2.590 -4.496 0.0 0.0 0.0
C -1.363 3.305 -3.315 0.0 0.0 0.0
C -1.281 2.644 -2.101 0.0 0.0 0.0
C -1.046 1.266 -1.989 0.0 0.0 0.0
H 2.308 -1.077 -4.643 0.0 0.0 0.0
H 1.934 -1.249 -2.917 0.0 0.0 0.0
H 1.544 0.260 -3.771 0.0 0.0 0.0
H 1.048 -3.051 -5.149 0.0 0.0 0.0
H -0.671 -3.130 -4.730 0.0 0.0 0.0
H 0.557 -3.285 -3.458 0.0 0.0 0.0
H -0.597 -1.387 -2.326 0.0 0.0 0.1
H -1.713 -1.369 -3.661 0.0 0.0 0.0
H -0.924 0.638 -5.323 0.0 0.0 0.0
H -1.292 3.083 -5.458 0.0 0.0 0.0
H -1.547 4.373 -3.333 0.0 0.0 0.0
H -1.441 3.228 -1.208 0.0 0.0 0.0
```
Positions in Å, forces in eV/Å.

Its charge is -1. The LUMO energy (spin up / spin down) is 1.754 / 1.743 eV. Its spin multiplicity is 2. The HOMO-LUMO gap (spin up / spin down) is 5.9917 / 5.9803 eV. The value obtained for the energy above the lowest of the compared OMol25 structures with the same formula, charge and spin is 0.0 kJ/mol. Its HOMO energy (spin up / spin down) is -4.237 / -4.237 eV.

=====

Going through the records in order, we get max |F| values of 0.96, 5.41, 0.26 eV/A.
Going through the records in order, we get molar mass values of 1280.964, 702.656, 766.432 g/mol.